Entry from the Open Molecules 2025 dataset: 9 unconnected molecules or ions with the total composition C52H138N16O7P4 (ωB97M-V/def2-TZVPD).

Results
LUMO: 0.21 eV
Orbital gap: 8.36 eV
Max |F|: 4.63 eV Å⁻¹
HOMO energy: -8.144 eV
SMILES: CN(C)P(=O)(N(C)C)N(C)C.CN(C)P(=O)(N(C)C)N(C)C.CN(C)P(=O)(N(C)C)N(C)C.CN(C)P(=O)(N(C)C)N(C)C.C[C@H]1COC(=O)O1.CCN(CC)CC.CCN(CC)CC.CCN(CC)CC.CCN(CC)CC
ΔE to the lowest compared entry with this formula, charge and spin: 39.0 kcal/mol

Last columns: bonded neighbours and bond lengths (Å).
Atoms and positions in Å:
1 C 20.326 17.346 11.488  C2 1.494, H8 1.090, H9 1.090, H10 1.090
2 C 19.651 17.887 10.271  C1 1.494, N3 1.481, H11 1.090, H12 1.090
3 N 20.270 19.150 9.808  C2 1.481, C4 1.458, C6 1.459
4 C 19.527 19.769 8.716  N3 1.458, C5 1.551, H13 1.090, H14 1.090
5 C 18.198 20.361 9.255  C4 1.551, H15 1.090, H16 1.090, H17 1.090
6 C 21.622 18.865 9.341  N3 1.459, C7 1.519, H18 1.090, H19 1.090
7 C 22.554 20.062 9.267  C6 1.519, H20 1.090, H21 1.090, H22 1.090
8 H 20.547 17.977 12.349  C1 1.090
9 H 21.255 16.876 11.165  C1 1.090
10 H 19.835 16.472 11.918  C1 1.090
11 H 19.584 17.098 9.522  C2 1.090
12 H 18.584 18.036 10.439  C2 1.090
13 H 20.101 20.591 8.289  C4 1.090
14 H 19.350 19.055 7.912  C4 1.090
15 H 17.476 19.561 9.422  C5 1.090
16 H 18.388 21.022 10.100  C5 1.090
17 H 17.715 20.971 8.492  C5 1.090
18 H 21.544 18.362 8.377  C6 1.090
19 H 22.187 18.127 9.911  C6 1.090
20 H 22.438 20.740 10.113  C7 1.090
21 H 22.187 20.663 8.434  C7 1.090
22 H 23.593 19.783 9.092  C7 1.090
23 C 14.915 22.580 15.208  C24 1.542, H30 1.090, H31 1.090, H32 1.090
24 C 14.065 21.698 16.145  C23 1.542, N25 1.435, H33 1.090, H34 1.090
25 N 12.732 21.526 15.644  C24 1.435, C26 1.494, C28 1.435
26 C 11.907 22.742 15.915  N25 1.494, C27 1.531, H35 1.090, H36 1.090
27 C 10.430 22.455 15.636  C26 1.531, H37 1.090, H38 1.090, H39 1.090
28 C 12.596 20.862 14.379  N25 1.435, C29 1.601, H40 1.090, H41 1.090
29 C 13.450 19.508 14.358  C28 1.601, H42 1.090, H43 1.090, H44 1.090
30 H 15.145 22.082 14.266  C23 1.090
31 H 15.875 22.731 15.702  C23 1.090
32 H 14.492 23.563 14.999  C23 1.090
33 H 14.573 20.738 16.236  C24 1.090
34 H 14.002 22.033 17.181  C24 1.090
35 H 12.064 22.998 16.963  C26 1.090
36 H 12.289 23.537 15.274  C26 1.090
37 H 9.674 23.082 16.110  C27 1.090
38 H 10.135 22.562 14.592  C27 1.090
39 H 10.159 21.435 15.908  C27 1.090
40 H 12.905 21.499 13.550  C28 1.090
41 H 11.545 20.577 14.327  C28 1.090
42 H 13.155 18.875 13.521  C29 1.090
43 H 13.382 18.953 15.293  C29 1.090
44 H 14.482 19.826 14.210  C29 1.090
45 C 22.744 18.668 13.914  C46 1.497, H52 1.090, H53 1.090, H54 1.090
46 C 22.863 19.148 15.327  C45 1.497, N47 1.499, H55 1.090, H56 1.090
47 N 24.149 19.811 15.721  C46 1.499, C48 1.469, C50 1.472
48 C 25.275 18.872 15.809  N47 1.469, C49 1.518, H57 1.090, H58 1.090
49 C 26.296 19.326 16.838  C48 1.518, H59 1.090, H60 1.090, H61 1.090
50 C 24.499 21.064 15.032  N47 1.472, C51 1.593, H62 1.090, H63 1.090
51 C 23.364 22.150 15.296  C50 1.593, H64 1.090, H65 1.090, H66 1.090
52 H 23.491 17.910 13.681  C45 1.090
53 H 22.833 19.379 13.093  C45 1.090
54 H 21.756 18.221 13.798  C45 1.090
55 H 22.027 19.715 15.736  C46 1.090
56 H 22.796 18.281 15.985  C46 1.090
57 H 24.960 17.856 16.047  C48 1.090
58 H 25.701 18.831 14.807  C48 1.090
59 H 26.002 19.131 17.869  C49 1.090
60 H 27.174 18.750 16.544  C49 1.090
61 H 26.515 20.391 16.911  C49 1.090
62 H 24.620 21.012 13.950  C50 1.090
63 H 25.387 21.560 15.423  C50 1.090
64 H 23.174 22.221 16.367  C51 1.090
65 H 22.429 21.996 14.756  C51 1.090
66 H 23.638 23.165 15.006  C51 1.090
67 C 17.140 17.502 13.191  C68 1.569, H74 1.090, H75 1.090, H76 1.090
68 C 17.615 17.339 14.677  C67 1.569, N69 1.467, H77 1.090, H78 1.090
69 N 18.860 18.065 14.952  C68 1.467, C70 1.433, C72 1.529
70 C 18.889 19.479 14.724  N69 1.433, C71 1.608, H79 1.090, H80 1.090
71 C 17.816 20.151 15.715  C70 1.608, H81 1.090, H82 1.090, H83 1.090
72 C 19.478 17.667 16.293  N69 1.529, C73 1.532, H84 1.090, H85 1.090
73 C 20.333 16.422 16.036  C72 1.532, H86 1.090, H87 1.090, H88 1.090
74 H 16.919 18.532 12.913  C67 1.090
75 H 16.388 16.783 12.865  C67 1.090
76 H 18.000 17.265 12.564  C67 1.090
77 H 16.796 17.653 15.325  C68 1.090
78 H 17.895 16.286 14.694  C68 1.090
79 H 18.705 19.621 13.659  C70 1.090
80 H 19.905 19.868 14.794  C70 1.090
81 H 17.793 19.765 16.734  C71 1.090
82 H 16.803 20.047 15.327  C71 1.090
83 H 17.911 21.237 15.700  C71 1.090
84 H 20.171 18.433 16.639  C72 1.090
85 H 18.783 17.378 17.081  C72 1.090
86 H 19.565 15.650 15.998  C73 1.090
87 H 20.917 16.411 15.116  C73 1.090
88 H 21.044 16.042 16.770  C73 1.090
89 O 25.757 11.285 15.517  P90 1.519
90 P 26.060 12.773 15.480  O89 1.519, N91 1.692, N94 1.683, N97 1.707
91 N 24.749 13.842 15.464  P90 1.692, C92 1.482, C93 1.440
92 C 23.424 13.379 14.990  N91 1.482, H100 1.090, H101 1.090, H102 1.090
93 C 24.872 15.265 15.643  N91 1.440, H103 1.090, H104 1.090, H105 1.090
94 N 26.967 13.257 14.147  P90 1.683, C95 1.512, C96 1.423
95 C 27.552 14.638 13.952  N94 1.512, H106 1.090, H107 1.090, H108 1.090
96 C 26.822 12.620 12.882  N94 1.423, H109 1.090, H110 1.090, H111 1.090
97 N 26.988 13.272 16.823  P90 1.707, C98 1.469, C99 1.463
98 C 26.338 13.281 18.139  N97 1.469, H112 1.090, H113 1.090, H114 1.090
99 C 28.334 12.706 16.923  N97 1.463, H115 1.090, H116 1.090, H117 1.090
100 H 22.639 13.639 15.701  C92 1.090
101 H 23.369 12.308 14.792  C92 1.090
102 H 23.292 13.912 14.049  C92 1.090
103 H 23.907 15.620 16.005  C93 1.090
104 H 25.193 15.648 14.674  C93 1.090
105 H 25.602 15.506 16.416  C93 1.090
106 H 26.963 15.161 13.199  C95 1.090
107 H 27.575 15.170 14.904  C95 1.090
108 H 28.567 14.502 13.578  C95 1.090
109 H 26.097 13.221 12.333  C96 1.090
110 H 27.793 12.355 12.463  C96 1.090
111 H 26.262 11.730 13.168  C96 1.090
112 H 27.008 13.857 18.777  C98 1.090
113 H 25.342 13.724 18.153  C98 1.090
114 H 26.336 12.234 18.441  C98 1.090
115 H 29.022 13.020 16.139  C99 1.090
116 H 28.410 11.623 16.833  C99 1.090
117 H 28.826 13.125 17.801  C99 1.090
118 O 17.212 26.550 10.601  P119 1.504
119 P 18.064 25.552 11.336  O118 1.504, N120 1.759, N123 1.769, N126 1.743
120 N 17.556 23.874 11.470  P119 1.759, C121 1.444, C122 1.481
121 C 16.342 23.543 10.761  N120 1.444, H129 1.090, H130 1.090, H131 1.090
122 C 18.310 22.783 12.129  N120 1.481, H132 1.090, H133 1.090, H134 1.090
123 N 18.364 26.067 13.002  P119 1.769, C124 1.425, C125 1.462
124 C 17.332 25.836 13.956  N123 1.425, H135 1.090, H136 1.090, H137 1.090
125 C 19.266 27.193 13.240  N123 1.462, H138 1.090, H139 1.090, H140 1.090
126 N 19.650 25.341 10.644  P119 1.743, C127 1.471, C128 1.449
127 C 19.715 25.055 9.203  N126 1.471, H141 1.090, H142 1.090, H143 1.090
128 C 20.738 24.700 11.355  N126 1.449, H144 1.090, H145 1.090, H146 1.090
129 H 15.529 23.276 11.436  C121 1.090
130 H 16.546 22.715 10.081  C121 1.090
131 H 15.917 24.346 10.159  C121 1.090
132 H 19.197 22.563 11.535  C122 1.090
133 H 17.829 21.807 12.069  C122 1.090
134 H 18.711 23.044 13.109  C122 1.090
135 H 16.659 25.046 13.621  C124 1.090
136 H 17.761 25.575 14.923  C124 1.090
137 H 16.744 26.731 14.161  C124 1.090
138 H 20.233 27.073 12.750  C125 1.090
139 H 18.836 28.119 12.858  C125 1.090
140 H 19.543 27.289 14.290  C125 1.090
141 H 20.736 25.224 8.860  C127 1.090
142 H 19.439 24.004 9.117  C127 1.090
143 H 19.050 25.715 8.646  C127 1.090
144 H 21.659 25.262 11.198  C128 1.090
145 H 20.988 23.689 11.034  C128 1.090
146 H 20.522 24.602 12.419  C128 1.090
147 O 16.587 12.459 20.363  P148 1.470
148 P 17.531 12.686 19.259  O147 1.470, N149 1.682, N152 1.718, N155 1.719
149 N 18.545 11.372 18.988  P148 1.682, C150 1.465, C151 1.479
150 C 18.084 9.982 19.033  N149 1.465, H158 1.090, H159 1.090, H160 1.090
151 C 19.901 11.511 18.413  N149 1.479, H161 1.090, H162 1.090, H163 1.090
152 N 18.460 14.124 19.409  P148 1.718, C153 1.457, C154 1.398
153 C 19.538 14.092 20.388  N152 1.457, H164 1.090, H165 1.090, H166 1.090
154 C 17.818 15.354 19.241  N152 1.398, H167 1.090, H168 1.090, H169 1.090
155 N 16.778 12.878 17.726  P148 1.719, C156 1.441, C157 1.477
156 C 17.530 13.239 16.550  N155 1.441, H170 1.090, H171 1.090, H172 1.090
157 C 15.333 12.634 17.543  N155 1.477, H173 1.090, H174 1.090, H175 1.090
158 H 17.012 9.911 19.219  C150 1.090
159 H 18.675 9.373 19.718  C150 1.090
160 H 18.264 9.575 18.038  C150 1.090
161 H 20.166 10.702 17.733  C151 1.090
162 H 20.618 11.419 19.230  C151 1.090
163 H 20.027 12.519 18.018  C151 1.090
164 H 20.374 14.742 20.131  C153 1.090
165 H 19.251 14.377 21.401  C153 1.090
166 H 19.998 13.124 20.585  C153 1.090
167 H 18.587 16.061 18.930  C154 1.090
168 H 17.101 15.501 18.433  C154 1.090
169 H 17.440 15.609 20.231  C154 1.090
170 H 17.551 12.312 15.978  C156 1.090
171 H 17.066 14.027 15.956  C156 1.090
172 H 18.553 13.495 16.827  C156 1.090
173 H 14.775 13.536 17.294  C157 1.090
174 H 15.020 12.240 18.510  C157 1.090
175 H 15.213 11.871 16.774  C157 1.090
176 O 25.322 15.175 22.027  P177 1.480
177 P 24.017 15.630 21.497  O176 1.480, N178 1.666, N181 1.704, N184 1.710
178 N 22.881 14.422 21.354  P177 1.666, C179 1.469, C180 1.464
179 C 22.342 13.948 22.636  N178 1.469, H187 1.090, H188 1.090, H189 1.090
180 C 22.887 13.447 20.262  N178 1.464, H190 1.090, H191 1.090, H192 1.090
181 N 24.148 16.185 19.891  P177 1.704, C182 1.415, C183 1.453
182 C 25.414 16.591 19.405  N181 1.415, H193 1.090, H194 1.090, H195 1.090
183 C 23.017 16.659 19.111  N181 1.453, H196 1.090, H197 1.090, H198 1.090
184 N 23.181 16.890 22.296  P177 1.710, C185 1.461, C186 1.466
185 C 23.877 18.111 22.696  N184 1.461, H199 1.090, H200 1.090, H201 1.090
186 C 21.726 17.060 22.238  N184 1.466, H202 1.090, H203 1.090, H204 1.090
187 H 22.130 14.770 23.321  C179 1.090
188 H 23.062 13.204 22.976  C179 1.090
189 H 21.380 13.441 22.557  C179 1.090
190 H 23.924 13.119 20.204  C180 1.090
191 H 22.634 13.930 19.318  C180 1.090
192 H 22.275 12.556 20.405  C180 1.090
193 H 25.708 17.528 19.878  C182 1.090
194 H 26.138 15.849 19.742  C182 1.090
195 H 25.525 16.592 18.321  C182 1.090
196 H 23.277 16.646 18.052  C183 1.090
197 H 22.135 16.030 19.240  C183 1.090
198 H 22.762 17.684 19.378  C183 1.090
199 H 24.940 17.872 22.661  C185 1.090
200 H 23.748 18.862 21.917  C185 1.090
201 H 23.674 18.369 23.735  C185 1.090
202 H 21.379 17.740 23.016  C186 1.090
203 H 21.114 16.159 22.295  C186 1.090
204 H 21.473 17.650 21.357  C186 1.090
205 C 16.954 12.785 12.638  C206 1.517, H212 1.090, H213 1.090, H214 1.090
206 C 18.449 12.542 12.544  C205 1.517, C207 1.527, O211 1.414, H215 1.090
207 C 19.312 13.800 12.621  C206 1.527, O208 1.428, H216 1.090, H217 1.090
208 O 20.347 13.452 13.541  C207 1.428, C209 1.385
209 C 20.061 12.207 14.075  O208 1.385, O210 1.230, O211 1.325
210 O 20.812 11.681 14.895  C209 1.230
211 O 18.921 11.728 13.599  C206 1.414, C209 1.325
212 H 16.673 13.414 13.483  C205 1.090
213 H 16.381 11.885 12.417  C205 1.090
214 H 16.703 13.410 11.781  C205 1.090
215 H 18.591 12.009 11.604  C206 1.090
216 H 18.736 14.710 12.794  C207 1.090
217 H 19.758 13.975 11.642  C207 1.090